ORCA calculation (ωB97M-V with the def2-TZVPD basis set) on C18H23N3O5S in the gas phase in a non-equilibrium geometry.

Last column: Löwdin charge in e.
CARTESIAN COORDINATES (ANGSTROEM)
S1 -1.404 -2.461 -0.980  1.157
O1 0.342 -3.865 -2.519  0.041
O2 -1.663 2.709 3.671  0.044
O3 -0.625 2.440 -0.437  -0.021
O4 0.947 -2.273 -4.091  -0.012
O5 0.872 0.280 1.636  -0.120
N1 -0.019 3.067 2.101  0.066
N2 -2.279 1.554 0.747  0.086
N3 -2.937 -0.728 0.699  0.132
C1 0.443 -2.690 -2.876  -0.446
C2 2.381 -1.018 2.811  -0.163
C3 1.625 -0.949 1.520  -0.154
C4 -3.067 0.447 1.177  -0.324
C5 -4.105 0.633 2.163  -0.012
C6 -1.343 2.993 2.517  -0.428
C7 2.091 0.285 3.536  -0.140
C8 -1.361 1.416 -0.283  -0.299
C9 -1.168 0.059 -0.810  -0.102
C10 1.391 -3.302 -4.964  -0.225
C11 1.047 2.394 2.814  -0.139
C12 -1.900 -0.966 -0.227  -0.446
C13 -0.175 -0.384 -1.856  -0.180
C14 -2.410 2.869 1.408  -0.039
C15 0.874 0.556 -2.417  -0.012
C16 0.872 0.904 2.891  -0.338
C17 -0.217 -1.743 -1.968  -0.417
C18 1.860 -2.549 -6.219  -0.059
H1 1.994 2.585 2.381  0.114
H2 2.594 -1.912 -5.804  0.058
H3 -4.850 -0.204 2.047  0.115
H4 1.852 -0.033 4.510  0.098
H5 -2.228 3.734 0.653  0.164
H6 -3.330 3.073 1.925  0.109
H7 2.209 -3.269 -7.020  0.101
H8 2.182 -3.867 -4.456  0.139
H9 2.980 0.924 3.629  0.125
H10 0.155 2.929 1.046  0.129
H11 1.016 -2.029 -6.684  0.081
H12 1.120 2.923 3.833  0.161
H13 3.461 -1.159 2.686  0.111
H14 2.280 -1.035 0.639  0.132
H15 -3.754 0.822 3.117  0.067
H16 0.568 -3.809 -5.318  0.095
H17 1.921 0.155 -2.715  0.121
H18 -0.033 0.431 3.445  0.184
H19 0.511 1.220 -3.136  0.063
H20 2.101 -1.963 3.322  0.121
H21 0.866 -1.677 1.570  0.100
H22 -4.818 1.403 1.801  0.103
H23 1.132 1.079 -1.514  0.060

Forces on the atoms, in the same order (eV/Å):
-1.346 -0.715 1.544
0.930 1.177 -1.388
0.214 0.834 -0.677
-1.288 -2.323 -1.546
-0.923 0.451 2.647
-0.172 0.902 -2.972
-0.223 -0.160 -2.512
-1.853 -1.187 0.675
1.708 -1.965 -1.269
-0.448 -2.006 -0.232
1.517 -1.248 0.218
-0.266 1.342 0.874
1.553 0.954 -1.364
-3.894 -0.158 -2.122
1.287 -2.267 0.343
0.776 -0.527 0.968
2.550 1.936 1.132
0.805 0.496 -1.038
1.477 1.298 -0.763
-1.753 1.349 2.639
-0.109 1.218 -0.927
-0.358 0.335 1.198
1.714 2.459 -1.126
1.953 -1.746 1.488
0.105 -2.668 1.509
-0.007 1.924 -0.740
-0.405 -1.734 -0.332
0.770 0.289 -0.949
1.097 1.093 -0.630
1.404 0.168 0.775
-0.235 0.170 1.629
-0.425 -1.808 0.961
-0.597 -0.616 -0.195
0.099 0.816 1.137
-0.438 -0.213 -0.438
-0.327 0.015 -0.390
-1.135 0.644 1.988
0.245 0.221 0.407
-0.133 -1.381 -1.018
-0.127 0.238 -0.245
-0.661 0.493 0.025
0.467 0.382 2.004
-1.793 -2.069 0.132
-2.194 -0.111 0.044
0.966 1.677 -0.618
-0.559 1.068 -1.098
-0.183 0.860 0.252
-0.669 -1.391 -0.733
0.764 0.446 0.548
0.120 1.036 0.183

The value obtained for the max |F| is 4.44 eV/A. Its electronic energy is -1638.31669 Ha. The calculation puts the LUMO energy at 0.09 eV. The calculation puts the frontier orbital gap at 8.95 eV. Its SMILES is CCOC(=O)c1sc2nc(C)n(CC(=O)NC[C@@H]3CCCO3)c(=O)c2c1C. As for the charge: 0. As for the molar mass: 393.46 g/mol.

=====

ORCA calculation (ωB97M-V with the def2-TZVPD basis set) on C18H23N3OS in the gas phase.

Last column: Löwdin charge in e.
CARTESIAN COORDINATES (ANGSTROEM)
S1 1.736 0.594 -1.501  1.012
O1 -0.057 3.674 -1.556  0.049
N1 -0.514 -0.861 -2.041  0.036
N2 1.012 -1.943 -0.859  -0.075
N3 -1.312 1.785 -1.570  0.098
C1 -2.429 1.506 0.596  -0.130
C2 2.085 -0.008 3.060  -0.033
C3 -3.934 0.436 -1.031  -0.184
C4 1.077 -0.315 5.338  -0.051
C5 1.935 -1.705 1.365  -0.213
C6 0.928 -2.044 3.523  -0.040
C7 2.184 -2.174 -0.049  -0.106
C8 1.361 -0.794 3.948  -0.279
C9 -0.964 -2.121 -1.781  -0.138
C10 -0.040 -2.801 -1.049  -0.064
C11 2.369 -0.455 1.783  -0.046
C12 -3.186 0.203 0.295  -0.177
C13 0.833 1.711 -2.620  -0.343
C14 0.668 -0.785 -1.472  -0.609
C15 -2.391 2.263 -0.738  -0.303
C16 -0.222 2.509 -1.853  -0.571
C17 -3.743 1.919 -1.361  -0.140
C18 1.208 -2.494 2.247  -0.035
H1 -1.918 -2.443 -2.146  0.100
H2 -3.761 2.115 -2.432  0.113
H3 -3.498 -0.178 -1.820  0.091
H4 1.899 -0.589 6.000  0.085
H5 -4.519 2.519 -0.885  0.114
H6 3.018 -1.622 -0.491  0.112
H7 -1.427 1.323 0.981  0.112
H8 -2.492 -0.632 0.199  0.085
H9 0.167 -0.765 5.727  0.076
H10 2.928 0.171 1.104  0.086
H11 -2.972 2.104 1.328  0.111
H12 -3.876 -0.037 1.103  0.101
H13 2.403 -3.245 -0.069  0.134
H14 -0.034 -3.799 -0.665  0.113
H15 0.976 0.768 5.362  0.078
H16 -4.989 0.176 -0.954  0.102
H17 -1.311 0.794 -1.815  0.085
H18 0.394 1.099 -3.406  0.082
H19 -2.236 3.337 -0.606  0.145
H20 2.430 0.968 3.371  0.115
H21 0.362 -2.670 4.198  0.112
H22 0.859 -3.468 1.935  0.109
H23 1.585 2.389 -3.021  0.082

Forces on the atoms, in the same order (eV/Å):
0.241 0.275 -0.007
0.204 0.408 0.097
0.256 0.196 -0.096
-0.205 0.198 -0.469
-0.432 -0.264 0.001
0.068 0.093 -0.008
-0.046 -0.023 0.060
-0.143 0.000 0.006
0.070 -0.025 0.033
0.139 -0.049 0.006
-0.018 0.010 -0.029
0.170 0.069 0.411
-0.001 0.040 -0.069
0.117 -0.355 0.163
-0.401 -0.234 -0.126
0.044 -0.139 -0.037
-0.001 -0.110 0.110
0.073 -0.152 0.227
-0.088 0.146 -0.213
-0.041 0.435 0.182
0.118 -0.303 -0.324
0.090 0.018 -0.026
0.079 0.027 -0.038
-0.180 -0.185 -0.020
-0.033 0.096 -0.025
-0.019 -0.069 -0.078
0.000 0.022 0.103
-0.046 0.041 0.024
-0.019 -0.176 0.011
0.034 0.079 0.046
-0.010 -0.054 0.048
-0.055 0.013 0.067
0.069 0.074 -0.040
-0.016 0.038 0.051
0.020 -0.075 0.023
0.036 0.153 -0.083
0.032 -0.212 0.109
-0.032 0.062 0.058
-0.008 -0.080 -0.088
0.153 0.184 -0.099
0.009 0.062 -0.065
-0.056 -0.148 -0.008
0.023 0.116 0.041
-0.062 -0.054 0.077
-0.036 -0.118 -0.037
-0.095 -0.030 0.033

The value obtained for the max |F| is 0.55 eV/A. Its electronic energy is -1337.43880 Ha. The calculation puts the LUMO energy at 0.66 eV. The calculation puts the frontier orbital gap at 8.88 eV. Its SMILES is Cc1ccc(Cn2ccnc2SCC(=O)NC2CCCC2)cc1. As for the charge: 0. As for the molar mass: 329.47 g/mol.

=====

ORCA calculation (ωB97M-V with the def2-TZVPD basis set) on a molecular structure, C18H23N4O3PtS2 in a non-equilibrium geometry.

Last column: Löwdin charge in e.
CARTESIAN COORDINATES (ANGSTROEM)
Pt1 -0.716 -0.431 0.413  0.872
S1 1.714 -0.994 2.297  1.062
S2 -2.232 -2.373 0.262  0.698
O1 -0.541 2.783 1.017  -0.019
O2 -0.638 -1.184 -2.451  -0.132
O3 1.498 0.010 1.216  -0.573
N1 -0.487 -0.174 -1.713  -0.196
N2 -3.582 -1.220 -1.696  -0.024
N3 -0.736 1.788 0.068  -0.087
N4 -2.576 -3.224 -2.209  0.134
C1 1.857 -2.586 1.464  -0.391
C2 -0.476 -2.463 3.394  -0.064
C3 -4.001 -0.192 -0.777  -0.106
C4 -0.839 -0.143 2.799  -0.235
C5 -0.007 -1.273 2.868  -0.383
C6 2.376 -4.911 1.577  -0.059
C7 2.319 -3.670 2.189  -0.102
C8 -0.478 1.062 -2.135  -0.271
C9 -0.380 2.096 -1.143  -0.268
C10 1.567 -3.944 -0.473  -0.054
C11 -2.160 -0.241 3.248  -0.063
C12 0.028 3.482 -1.501  0.014
C13 -0.605 1.387 -3.594  -0.003
C14 -2.792 -2.230 -1.345  -0.823
C15 -1.794 -2.547 3.814  -0.042
C16 -2.634 -1.447 3.729  -0.065
C17 1.495 -2.703 0.137  -0.097
C18 1.992 -5.047 0.252  -0.058
H1 -4.660 0.501 -1.291  0.094
H2 -2.797 0.629 3.248  0.119
H3 -4.530 -0.644 0.065  0.083
H4 -1.845 -3.885 -2.004  0.104
H5 0.595 3.912 -0.680  0.092
H6 2.037 -6.018 -0.220  0.111
H7 -1.405 2.110 -3.747  0.094
H8 1.205 -1.822 -0.431  0.073
H9 -3.876 -1.150 -2.659  0.155
H10 -2.811 -3.111 -3.183  0.125
H11 0.616 3.508 -2.410  0.087
H12 -0.866 4.092 -1.632  0.110
H13 -2.163 -3.477 4.214  0.123
H14 -1.083 2.551 1.783  0.096
H15 -3.131 0.354 -0.372  0.041
H16 0.172 -3.319 3.486  0.109
H17 -0.370 0.826 2.669  0.093
H18 2.634 -3.540 3.212  0.117
H19 0.321 1.795 -3.997  0.091
H20 -0.826 0.469 -4.134  0.076
H21 -3.649 -1.525 4.081  0.118
H22 2.724 -5.767 2.132  0.113
H23 1.297 -4.048 -1.513  0.112

Forces on the atoms, in the same order (eV/Å):
-1.555 0.211 -2.031
-0.343 -1.003 0.002
1.248 0.196 0.583
0.123 0.292 -0.294
0.725 0.533 0.167
0.554 0.677 -0.055
-1.567 -0.914 1.747
0.353 -0.345 -0.321
0.600 -0.546 -0.099
-0.072 0.086 -0.083
0.152 0.181 0.266
-0.114 -0.249 0.081
0.062 0.441 0.532
0.421 0.254 -0.021
0.281 0.307 -0.175
-0.021 -0.059 0.029
0.039 0.044 -0.015
0.303 -0.430 -0.501
-0.347 0.656 1.386
-0.008 -0.014 0.072
-0.271 -0.368 0.043
0.039 0.046 0.147
0.145 -0.341 0.161
-0.611 -0.019 -0.417
0.340 0.017 -0.102
-0.124 0.397 -0.082
0.121 0.298 -0.324
-0.025 -0.047 -0.001
-0.037 -0.021 -0.089
-0.062 0.100 -0.021
0.006 0.105 -0.078
-0.011 0.109 0.140
0.042 0.059 -0.051
0.031 -0.056 -0.037
-0.007 0.078 -0.056
0.083 -0.234 0.063
0.036 0.005 0.040
-0.046 -0.025 0.040
0.004 -0.012 -0.086
-0.031 0.105 -0.065
-0.047 -0.127 0.062
-0.033 -0.150 -0.318
-0.351 -0.149 -0.224
0.027 -0.101 -0.084
-0.018 -0.019 -0.065
0.094 -0.051 0.189
0.023 0.062 -0.034
-0.032 0.080 -0.008
-0.169 0.000 0.006
0.059 -0.095 0.052
-0.007 0.033 -0.075

The value obtained for the max |F| is 2.57 eV/A. Its electronic energy is -2059.78468 Ha. The calculation puts the LUMO energy at -4.19 eV. The calculation puts the frontier orbital gap at 6.65 eV. As for the charge: +1. As for the molar mass: 602.62 g/mol.

=====

Let's list relative energy (zero: lowest compared OMol25 entry of this formula, charge and spin) in order: 72.1 0.0 31.6 kcal/mol.